1.
Density functional theory data (ωB97M-V/def2-TZVPD) for a 2-piece molecular cluster, C2H10N2O overall in a non-equilibrium geometry.

Calculated values
- Frontier orbital gap: 7.31 eV
- HOMO: -0.2516 Ha
- Charge: 0
- ΔE to the lowest compared entry with this formula, charge and spin: 227.1 kJ/mol

```
15
Properties=species:S:1:pos:R:3:forces:R:3
N -0.29420 0.05197 -1.58384 0.96 -1.11 0.97
C -0.93151 -1.28289 -1.00643 0.02 -0.61 0.51
O -0.37974 -1.69020 0.12537 0.15 0.59 -1.02
H 0.50038 -0.12254 -2.19370 -0.01 -0.38 0.05
H -0.99637 0.42149 -2.15993 -1.11 1.09 -0.83
H -1.99711 -0.96439 -0.87591 0.11 0.01 -0.26
H -0.89526 -1.98423 -1.88653 0.01 0.10 0.42
C 0.42950 0.39979 1.90898 1.19 -0.05 -0.86
N 0.81258 1.01967 0.55331 -1.68 1.17 1.17
H 0.97874 0.92935 2.69256 -0.14 -0.06 -0.06
H -0.64457 0.39909 2.11204 0.30 0.12 -0.51
H 0.78421 -0.63283 1.78423 -0.48 0.28 0.36
H 1.79591 0.90323 0.38011 0.45 0.02 0.13
H 0.57476 2.05381 0.49431 0.47 -1.70 0.14
H 0.26267 0.49867 -0.34457 -0.25 0.53 -0.20
```
Positions in Å, forces in eV/Å.



2.
Density functional theory data (ωB97M-V/def2-TZVPD) for a 3-piece molecular cluster, C2H10N2O overall in a non-equilibrium geometry.

Calculated values
- Frontier orbital gap (spin up / spin down): 9.70 / 6.57 eV
- HOMO (spin up / spin down): -0.3241 / -0.2890 Ha
- Charge: 0
- ΔE to the lowest compared entry with this formula, charge and spin: 577.7 kJ/mol

```
15
Properties=species:S:1:pos:R:3:forces:R:3
C -0.27015 1.86893 0.43598 -0.41 -0.20 0.27
C -0.41412 -1.10669 1.15149 -0.83 -0.78 -1.87
N 0.38462 1.07514 -0.57038 0.41 0.67 0.00
H 1.35017 0.91340 -0.29109 0.10 0.01 0.15
H -1.33777 1.94748 0.22813 0.11 0.00 -0.02
H 0.16369 2.87249 0.41919 0.06 0.15 -0.15
H -0.14007 1.51576 1.47675 0.06 -0.07 -0.51
H -1.18114 -0.52838 1.65602 -0.09 0.01 0.03
H -0.51032 -2.16471 1.38487 0.06 -0.04 0.56
H 0.57020 -0.75824 1.41495 0.38 0.08 0.06
N 0.50201 -1.10927 -1.99182 -0.18 2.42 0.49
O -0.28025 -1.90470 -1.37455 0.16 -0.62 -1.41
H -0.59161 -1.20765 -0.02927 0.27 0.96 2.72
H 0.34119 0.11042 -1.66693 0.28 -2.85 -0.44
H 1.41355 -1.52398 -2.24333 -0.37 0.26 0.11
```
Positions in Å, forces in eV/Å.



3.
Density functional theory data (ωB97M-V/def2-TZVPD) for a 2-piece molecular cluster, C2H10N2O2 overall.

Calculated values
- Frontier orbital gap: 10.11 eV
- HOMO: -0.3446 Ha
- Charge: 0
- ΔE to the lowest compared entry with this formula, charge and spin: 53.0 kJ/mol

```
16
Properties=species:S:1:pos:R:3:forces:R:3
N 2.78529 1.69193 1.41926 -0.41 -0.14 0.12
C 1.99395 0.57591 0.96050 0.02 -0.28 0.47
O 0.94306 0.97018 0.11725 0.01 0.45 -0.40
H 3.21838 2.11949 0.62218 0.34 0.21 -0.39
H 2.14211 2.39201 1.77405 0.05 0.02 0.16
H 2.65836 -0.12002 0.44155 0.05 0.01 -0.05
H 1.59752 0.06067 1.84187 -0.01 -0.02 0.00
H 0.10726 0.50050 0.27795 0.05 -0.20 -0.05
N -1.56474 -0.38265 -0.02306 0.10 -0.01 0.11
C -1.66000 -1.01886 -1.30691 -0.33 -0.14 0.39
O -2.94579 -1.61283 -1.47791 -0.22 -0.34 -0.01
H -2.28900 0.30906 0.08926 -0.19 0.16 0.02
H -1.65526 -1.05434 0.72841 -0.14 -0.09 -0.03
H -1.54440 -0.25786 -2.07335 0.40 0.00 -0.13
H -0.89159 -1.79022 -1.33072 0.17 0.10 -0.36
H -2.89513 -2.38299 -2.06033 0.09 0.28 0.13
```
Positions in Å, forces in eV/Å.



4.
Density functional theory data (ωB97M-V/def2-TZVPD) for a 3-piece molecular cluster, C2H10N2O2 overall in a non-equilibrium geometry.

Calculated values
- Frontier orbital gap: 10.50 eV
- HOMO: -0.3593 Ha
- Charge: 0
- ΔE to the lowest compared entry with this formula, charge and spin: 84.9 kJ/mol

```
16
Properties=species:S:1:pos:R:3:forces:R:3
C 1.43151 -1.40011 1.09869 0.88 -1.24 -0.87
N 1.03186 -0.07916 0.67471 -0.48 0.55 1.44
C 0.04638 0.45712 1.31559 0.08 -1.55 -2.50
N -0.72412 -0.23280 2.27416 1.25 1.10 -0.64
H 1.58911 -1.62900 2.15998 -0.50 0.31 0.01
H 0.77395 -2.14591 0.62309 -0.37 0.15 0.62
H 2.38584 -1.69489 0.64136 0.08 0.59 0.05
H -0.33465 1.33294 0.78677 -0.28 0.21 0.78
H -1.55261 0.29004 2.51148 0.16 -0.02 0.67
H -0.06519 -0.45767 3.01541 -0.90 -0.30 0.44
O 0.69908 0.33968 -2.22865 -0.73 0.36 -0.42
H 1.39572 0.00060 -2.77957 0.39 -0.23 -0.25
H 0.75635 -0.12020 -1.39074 0.37 0.06 0.68
O -2.30113 0.91538 -2.25001 -0.24 0.65 -0.20
H -1.66369 0.23444 -2.06668 0.48 -0.57 0.11
H -1.75073 1.56662 -2.70551 -0.18 -0.06 0.09
```
Positions in Å, forces in eV/Å.



5.
Density functional theory data (ωB97M-V/def2-TZVPD) for a 3-piece molecular cluster, C2H10N2O2 overall in a non-equilibrium geometry.

Calculated values
- Frontier orbital gap: 9.33 eV
- HOMO: -0.3216 Ha
- Charge: 0
- ΔE to the lowest compared entry with this formula, charge and spin: 206.4 kJ/mol

```
16
Properties=species:S:1:pos:R:3:forces:R:3
H -2.31906 -0.65124 1.02015 1.47 1.16 -0.80
N -1.54439 -0.63373 0.31593 1.92 -0.19 -0.29
C -0.41446 0.02707 0.52869 -3.31 -1.26 -0.44
N 0.71178 0.01301 -0.20790 -0.16 -1.10 0.71
C 1.46811 1.26568 -0.31794 -2.65 0.96 0.74
H -0.37458 0.75224 1.29112 0.15 1.08 1.21
H 0.90772 -0.78135 -0.85282 -0.57 1.46 0.74
H 1.71091 1.60305 0.67836 0.37 0.07 0.35
H 2.29746 0.99746 -0.85604 2.26 -0.02 -1.20
H 0.91527 2.14574 -0.83827 0.78 -1.74 0.74
O -1.53369 -2.22513 2.79878 2.88 -3.04 4.51
H -1.96442 -1.78336 2.17269 -2.39 2.54 -3.99
H -0.60282 -2.23983 2.54722 -0.34 0.06 -0.11
O 0.50978 0.47517 -2.44653 -1.68 0.19 -3.60
H -0.48815 0.33590 -2.43414 1.83 0.18 -0.02
H 0.72051 0.69933 -3.39928 -0.54 -0.37 1.46
```
Positions in Å, forces in eV/Å.



6.
Density functional theory data (ωB97M-V/def2-TZVPD) for a 3-piece molecular cluster, C2H10N2O2 overall in a non-equilibrium geometry.

Calculated values
- Frontier orbital gap: 4.23 eV
- HOMO: -0.3249 Ha
- Charge: 0
- ΔE to the lowest compared entry with this formula, charge and spin: 849.9 kJ/mol

```
16
Properties=species:S:1:pos:R:3:forces:R:3
C -0.70271 -0.07285 1.33732 -0.16 -1.46 1.22
N -0.41098 1.03617 -1.16556 2.65 1.09 -1.40
C 0.70908 0.34323 -0.60477 -3.27 -2.47 -0.35
N 0.24298 -0.77561 0.35193 -1.58 6.11 -0.68
H -1.77924 -0.30530 1.09098 1.17 0.78 -0.49
H -0.64652 -0.59253 2.33536 0.57 0.60 -0.89
H -0.48036 1.06082 1.47460 -0.45 -1.97 -0.61
H -2.75066 -0.35737 -2.00655 -0.22 -0.10 0.77
H 1.31841 -0.20286 -1.31596 0.48 -0.02 -0.68
H 1.47074 0.96363 -0.07034 -0.33 -0.03 0.12
H -0.23120 1.43820 -2.13312 0.18 -0.42 1.76
H 1.17460 -0.99413 0.66259 2.33 -1.41 1.71
O -2.55067 -0.21817 -1.05550 1.07 0.18 -1.23
H -1.39333 0.57325 -1.18778 -1.39 -0.81 1.05
H 3.22347 -1.33864 1.33406 0.28 0.10 0.05
O 2.80638 -0.55783 0.95274 -1.34 -0.18 -0.36
```
Positions in Å, forces in eV/Å.



7.
Density functional theory data (ωB97M-V/def2-TZVPD) for a 2-piece molecular cluster, C2H10N2O2 overall in a non-equilibrium geometry.

Calculated values
- Frontier orbital gap: 10.37 eV
- HOMO: -0.3454 Ha
- Charge: 0
- ΔE to the lowest compared entry with this formula, charge and spin: 252.8 kJ/mol

```
16
Properties=species:S:1:pos:R:3:forces:R:3
N -1.89112 -0.54015 -1.01574 -0.50 0.47 -0.04
C -0.77076 -1.36505 -0.98953 1.68 1.27 -0.45
O 0.42219 -0.31282 -1.04608 -1.14 -1.04 0.28
N 1.75508 -0.75019 -1.06978 0.05 -0.44 0.19
H -1.72849 0.21594 -1.68667 -0.31 -0.41 0.14
H -2.06208 -0.10947 -0.11231 0.04 -0.06 -0.06
H -0.70933 -1.96014 -0.07183 0.18 0.12 -0.25
H -0.66653 -1.94652 -1.91369 0.11 -0.02 0.33
H 1.92602 -1.31671 -0.23280 -0.07 0.07 -0.34
H 1.89146 -1.33114 -1.89750 -0.07 0.00 0.18
C 0.40064 1.81793 1.91555 0.06 0.17 0.10
O -0.39301 0.78841 1.37679 0.04 -0.31 -0.41
H 0.47178 2.67135 1.23442 0.00 0.04 0.04
H -0.07375 2.14522 2.83785 0.04 0.07 0.05
H 1.41320 1.47224 2.14293 0.03 0.02 0.05
H 0.01469 0.52108 0.52839 -0.15 0.04 0.18
```
Positions in Å, forces in eV/Å.



Q: Number 2 is which compound?
A: C2H10N2O



Q: What is the formula in the first record?
A: C2H10N2O



What did the third record say?
Density functional theory data (ωB97M-V/def2-TZVPD) for a 2-piece molecular cluster, C2H10N2O2 overall.

Calculated values
- Frontier orbital gap: 10.11 eV
- HOMO: -0.3446 Ha
- Charge: 0
- ΔE to the lowest compared entry with this formula, charge and spin: 53.0 kJ/mol

```
16
Properties=species:S:1:pos:R:3:forces:R:3
N 2.78529 1.69193 1.41926 -0.41 -0.14 0.12
C 1.99395 0.57591 0.96050 0.02 -0.28 0.47
O 0.94306 0.97018 0.11725 0.01 0.45 -0.40
H 3.21838 2.11949 0.62218 0.34 0.21 -0.39
H 2.14211 2.39201 1.77405 0.05 0.02 0.16
H 2.65836 -0.12002 0.44155 0.05 0.01 -0.05
H 1.59752 0.06067 1.84187 -0.01 -0.02 0.00
H 0.10726 0.50050 0.27795 0.05 -0.20 -0.05
N -1.56474 -0.38265 -0.02306 0.10 -0.01 0.11
C -1.66000 -1.01886 -1.30691 -0.33 -0.14 0.39
O -2.94579 -1.61283 -1.47791 -0.22 -0.34 -0.01
H -2.28900 0.30906 0.08926 -0.19 0.16 0.02
H -1.65526 -1.05434 0.72841 -0.14 -0.09 -0.03
H -1.54440 -0.25786 -2.07335 0.40 0.00 -0.13
H -0.89159 -1.79022 -1.33072 0.17 0.10 -0.36
H -2.89513 -2.38299 -2.06033 0.09 0.28 0.13
```
Positions in Å, forces in eV/Å.



Q: What is the formula in the sixth record?
A: C2H10N2O2